# 1
{"formula": "C37H49B2F4N8O4SeV", "method": "ωB97M-V with the def2-TZVPD basis set", "species": ["V", "C", "C", "N", "O", "B", "F", "F", "O", "N", "C", "C", "C", "N", "O", "B", "F", "F", "O", "N", "C", "C", "C", "H", "H", "H", "H", "H", "H", "H", "H", "H", "H", "H", "H", "C", "C", "C", "C", "C", "C", "C", "C", "N", "C", "C", "C", "C", "N", "C", "C", "C", "C", "C", "C", "C", "C", "H", "H", "H", "H", "H", "H", "H", "H", "H", "H", "H", "H", "H", "H", "H", "H", "H", "H", "H", "H", "H", "H", "H", "H", "Se", "C", "C", "C", "N", "C", "C", "H", "H", "H", "H", "C", "C", "C", "C", "N", "H", "H", "H", "H", "H", "H", "H", "H", "H"], "positions_angstrom": [[-0.40085, -0.47895, 1.04396], [3.69764, 0.57385, 4.00427], [2.86363, 0.41996, 2.77918], [2.82381, -0.54235, 1.95885], [3.61008, -1.62456, 2.38629], [4.72221, -1.93787, 1.67105], [5.23358, -1.15418, 0.72894], [5.32436, -3.08700, 1.93978], [1.27337, -2.61966, -0.23794], [0.52217, -2.25049, 0.82992], [0.39096, -3.09044, 1.79189], [0.99958, -4.44798, 1.80654], [-0.43787, -2.56797, 2.90456], [-0.92782, -1.41150, 2.64830], [-1.62039, -0.70000, 3.55812], [-0.63086, 0.06953, 4.51191], [-1.27878, 1.18956, 4.92127], [-0.27639, -0.79482, 5.52888], [0.61317, 0.28697, 3.72795], [0.68103, 1.37192, 2.89456], [1.86394, 1.47290, 2.42216], [2.29104, 2.65128, 1.60607], [-0.65824, -3.31152, 4.16827], [4.24352, -0.33410, 4.23655], [3.04437, 0.83241, 4.83871], [4.40107, 1.39897, 3.86303], [1.70389, -4.56162, 0.98910], [0.21640, -5.20387, 1.70099], [1.51299, -4.62161, 2.75287], [1.52478, 2.90758, 0.87918], [3.22758, 2.44479, 1.09252], [2.43567, 3.51089, 2.26403], [-0.77108, -4.37826, 3.97621], [-1.53513, -2.91573, 4.67430], [0.18858, -3.16022, 4.84157], [2.55641, 2.07473, -1.87985], [2.13330, 0.97820, -2.82038], [3.02131, 0.42778, -3.73643], [2.60684, -0.54109, -4.63519], [1.28709, -0.96559, -4.62645], [0.35871, -0.42584, -3.74572], [-1.07139, -0.89762, -3.79185], [0.78571, 0.55940, -2.83925], [-0.05530, 1.11417, -1.85126], [-0.98636, 1.93882, -2.08578], [-1.33413, 2.47725, -3.45163], [-1.71013, 2.49506, -0.88556], [-2.79820, 3.50784, -1.14027], [-1.32221, 2.12820, 0.27316], [-1.73720, 2.95855, 1.38033], [-2.78074, 2.58994, 2.23727], [-3.66344, 1.40866, 1.93184], [-3.07955, 3.40201, 3.32086], [-2.37393, 4.56666, 3.55914], [-1.39945, 4.96104, 2.66180], [-1.08598, 4.19017, 1.54782], [-0.10926, 4.77527, 0.54974], [3.63974, 2.18685, -1.87529], [2.21172, 1.85740, -0.86715], [2.11457, 3.03021, -2.17606], [4.05067, 0.77064, -3.74114], [3.30869, -0.96689, -5.34183], [0.96103, -1.73091, -5.32291], [-1.11124, -1.98352, -3.89071], [-1.58468, -0.47523, -4.65952], [-1.61825, -0.60740, -2.89844], [-0.59131, 2.16129, -4.18063], [-1.37676, 3.56713, -3.44624], [-2.31240, 2.11263, -3.77704], [-3.43733, 3.17839, -1.96048], [-2.37810, 4.47831, -1.41910], [-3.40286, 3.65502, -0.25026], [-4.47051, 1.71272, 1.25645], [-4.11241, 1.01769, 2.84354], [-3.10851, 0.61547, 1.44823], [-3.87665, 3.10450, 3.99292], [-2.59928, 5.17622, 4.42542], [-0.87469, 5.90031, 2.80496], [0.78418, 5.14407, 1.05451], [-0.56710, 5.63600, 0.05570], [0.19723, 4.07525, -0.22573], [1.32368, -1.20874, -1.52904], [1.93807, -2.46808, -2.83317], [3.23047, -2.38874, -3.32050], [3.63085, -3.34652, -4.24545], [2.83826, -4.32597, -4.67425], [1.59606, -4.38340, -4.19399], [1.09139, -3.47297, -3.27591], [3.91012, -1.61607, -2.98659], [4.63759, -3.33229, -4.65078], [0.97376, -5.19133, -4.56572], [0.07469, -3.55594, -2.91640], [-3.53610, -2.42599, 0.66246], [-2.77551, -1.65345, -0.42604], [-2.23176, -2.63746, -1.47202], [-3.70784, -0.63547, -1.09344], [-1.65838, -0.97426, 0.18452], [-4.42227, -2.88672, 0.22189], [-3.84582, -1.75776, 1.46697], [-2.90731, -3.21423, 1.07982], [-1.71002, -2.09328, -2.26032], [-1.53785, -3.33959, -1.00395], [-3.05607, -3.20188, -1.91006], [-4.38670, -1.15826, -1.76753], [-3.13018, 0.09256, -1.66603], [-4.29896, -0.09981, -0.34983]], "s_squared": 0.84, "multiplicity": 2, "total_charge": 1, "homo_ha": [-0.392, -0.392]}

---

# 2
{"formula": "C60H56I2N4P2Sb2Se2Y", "method": "ωB97M-V with the def2-TZVPD basis set", "species": ["Y", "C", "C", "C", "Sb", "C", "C", "C", "C", "C", "C", "C", "C", "C", "C", "C", "C", "Sb", "C", "C", "C", "C", "C", "C", "C", "C", "C", "C", "C", "C", "H", "H", "H", "H", "H", "H", "H", "H", "H", "H", "H", "H", "H", "H", "H", "H", "H", "H", "H", "H", "H", "H", "H", "H", "H", "H", "Se", "P", "C", "C", "C", "C", "C", "C", "C", "C", "C", "C", "C", "C", "C", "C", "N", "N", "N", "P", "Se", "C", "C", "C", "C", "C", "C", "C", "C", "C", "C", "C", "C", "H", "H", "H", "H", "H", "H", "H", "H", "H", "H", "H", "H", "H", "H", "H", "H", "H", "H", "H", "H", "I", "C", "I", "H", "H", "C", "C", "C", "C", "C", "C", "N", "H", "H", "H", "H", "H", "H", "H", "H"], "positions_angstrom": [[-0.96076, 0.09986, 0.40256], [-2.35402, -3.94483, 2.87392], [-2.03030, -3.40199, 4.27321], [-2.75382, -2.09202, 4.61428], [-2.12251, -0.29734, 3.58002], [-3.92246, 0.78719, 4.02377], [-4.35858, 1.83224, 3.20654], [-5.52761, 2.53281, 3.49412], [-6.27773, 2.19927, 4.61459], [-5.85301, 1.16895, 5.44460], [-4.68500, 0.47025, 5.15244], [-0.91430, 0.44922, 5.16014], [-1.34982, 1.50243, 5.96345], [-0.53233, 1.98708, 6.98114], [0.71833, 1.41990, 7.20325], [1.15128, 0.36950, 6.40343], [0.33924, -0.11042, 5.38201], [-1.31710, -3.11151, 1.16861], [0.36944, -4.38553, 1.31316], [0.61225, -5.37176, 0.35979], [1.68382, -6.24616, 0.52051], [2.51170, -6.13908, 1.62990], [2.28093, -5.14582, 2.57500], [1.21708, -4.26464, 2.41403], [-2.51489, -4.21770, -0.21610], [-3.17716, -3.55060, -1.24896], [-4.02222, -4.23619, -2.12031], [-4.21424, -5.60348, -1.96342], [-3.56836, -6.28096, -0.93423], [-2.72799, -5.59353, -0.06470], [-3.42596, -3.86123, 2.67137], [-2.08560, -4.99887, 2.79543], [-0.94920, -3.30570, 4.42078], [-2.35204, -4.15277, 5.00198], [-2.62183, -1.84118, 5.66898], [-3.82805, -2.19092, 4.42234], [-3.78665, 2.11632, 2.33226], [-5.84683, 3.34274, 2.84486], [-7.18418, 2.74755, 4.84677], [-6.43069, 0.90758, 6.32487], [-4.37300, -0.32237, 5.82272], [-2.31630, 1.96429, 5.79724], [-0.87681, 2.80663, 7.60146], [1.35282, 1.79593, 7.99774], [2.12649, -0.07434, 6.56710], [0.70359, -0.91399, 4.75235], [-0.01936, -5.45915, -0.51494], [1.87222, -7.00864, -0.22707], [3.34356, -6.82374, 1.75377], [2.93655, -5.04760, 3.43359], [1.07446, -3.47040, 3.13819], [-3.04838, -2.48447, -1.38565], [-4.52367, -3.70191, -2.92243], [-4.86689, -6.14225, -2.64149], [-3.71852, -7.34896, -0.80899], [-2.22973, -6.14303, 0.72777], [3.35776, 1.89394, -4.99011], [3.55510, 2.74976, -3.07415], [5.00073, 2.12409, -2.17416], [4.93674, 1.68563, -0.85369], [6.08135, 1.20243, -0.22676], [7.28763, 1.16809, -0.91000], [7.35342, 1.60989, -2.22829], [6.21292, 2.07949, -2.86209], [3.72951, 4.56399, -3.15153], [3.46791, 5.42298, -2.07915], [3.68406, 6.78912, -2.21696], [4.17433, 7.30669, -3.40753], [4.44908, 6.45476, -4.46825], [4.22298, 5.08985, -4.34416], [2.17678, 2.35468, -1.97224], [1.22414, 1.35418, -1.99727], [0.49658, 1.49176, -0.85889], [0.99756, 2.51531, -0.16279], [2.00550, 3.03575, -0.80816], [0.82062, -0.00350, -3.08878], [-0.73863, -1.20362, -2.17799], [2.25728, -1.05064, -3.25344], [2.73513, -1.49073, -4.48063], [3.84134, -2.32440, -4.51840], [4.47238, -2.69685, -3.33958], [3.99446, -2.24808, -2.11353], [2.87662, -1.42988, -2.06554], [0.18568, 0.59048, -4.65258], [-0.31256, -0.34645, -5.55890], [-0.85022, 0.07757, -6.76367], [-0.90725, 1.43530, -7.05435], [-0.42869, 2.36774, -6.14228], [0.12474, 1.94815, -4.94072], [4.00340, 1.71528, -0.30761], [6.02579, 0.85413, 0.79917], [8.17911, 0.79316, -0.41863], [8.29458, 1.57871, -2.76626], [6.25412, 2.39268, -3.89924], [3.11024, 5.02860, -1.14202], [3.47487, 7.45030, -1.38377], [4.34427, 8.37341, -3.50835], [4.83348, 6.85230, -5.40074], [4.40847, 4.42856, -5.18109], [2.27546, -1.15779, -5.40021], [4.22618, -2.66249, -5.47224], [5.34828, -3.33341, -3.37593], [4.49048, -2.53466, -1.19402], [2.49681, -1.08528, -1.10787], [-0.29895, -1.40186, -5.31633], [-1.22979, -0.64941, -7.47258], [-1.32641, 1.76655, -7.99699], [-0.46636, 3.42560, -6.37291], [0.52815, 2.67539, -4.24937], [-0.90783, 2.77259, 2.40613], [0.90874, 2.83617, 3.30041], [1.48766, -0.54726, 1.84341], [0.92929, 3.15565, 4.33434], [1.76751, 2.54467, 2.71066], [-4.54673, -0.97961, 0.88744], [-4.35653, 0.33075, 0.24426], [-5.43586, 1.17243, -0.23500], [-4.85655, 2.27925, -0.74007], [-3.43234, 2.11514, -0.56641], [-2.40890, 3.07347, -1.03944], [-3.15082, 0.91700, 0.04522], [-5.24918, -1.58655, 0.31190], [-4.97819, -0.82922, 1.88196], [-3.61765, -1.53144, 0.98774], [-6.48932, 0.92733, -0.18908], [-5.33344, 3.12894, -1.20909], [-2.87786, 3.85414, -1.63515], [-1.65358, 2.57363, -1.64715], [-1.88145, 3.55102, -0.21628]], "total_charge": 1, "homo_ha": [-0.354, -0.354]}

---

# 3
{"formula": "C27H42F7I2N9O3PS", "method": "ωB97M-V with the def2-TZVPD basis set", "species": ["C", "C", "O", "C", "C", "S", "O", "P", "N", "C", "I", "C", "C", "I", "O", "C", "C", "F", "F", "C", "F", "F", "C", "F", "F", "F", "H", "H", "H", "H", "H", "H", "H", "H", "H", "H", "H", "H", "H", "H", "H", "H", "H", "H", "C", "C", "N", "H", "H", "H", "C", "C", "N", "H", "H", "H", "C", "C", "N", "H", "H", "H", "C", "C", "N", "H", "H", "H", "C", "C", "N", "H", "H", "H", "C", "C", "N", "H", "H", "H", "C", "C", "N", "H", "H", "H", "C", "C", "N", "H", "H", "H"], "positions_angstrom": [[4.03319, 1.75303, -0.94247], [3.72979, 1.57855, -2.54158], [4.97377, 1.11490, -3.18867], [2.38782, 0.72443, -2.92103], [2.38798, -0.84727, -2.46129], [3.52288, -1.82774, -3.64674], [2.72797, -1.18256, -1.03713], [2.08354, -2.73583, -0.45306], [3.48113, -3.11438, 0.62461], [0.88332, -2.05405, 0.84899], [0.37489, -3.51189, 2.46875], [1.11231, -0.53773, 1.39487], [0.51742, 0.64775, 0.36973], [3.06582, -0.03422, 2.21886], [0.79100, -2.72789, -1.67294], [0.86301, -1.52577, -2.56885], [0.19564, -1.76505, -4.03761], [0.75689, -0.96275, -5.14479], [0.32659, -3.20962, -4.44206], [-1.44999, -1.46597, -4.05557], [-2.09606, -2.42688, -5.02488], [-2.09863, -1.68813, -2.74245], [-1.78984, 0.06826, -4.62690], [-0.96672, 1.12278, -3.97428], [-1.78811, 0.14123, -6.11627], [-3.21483, 0.34829, -4.21119], [3.16966, 2.23074, -0.31420], [4.43561, 0.73046, -0.53772], [4.94867, 2.51531, -0.86130], [3.54789, 2.68128, -2.96257], [5.35197, 0.30165, -2.74275], [1.41049, 1.25203, -2.48243], [2.26340, 0.81999, -4.10476], [4.58344, -2.38946, -2.89694], [1.60319, -4.04650, 0.00296], [2.83111, -3.50618, -1.40916], [3.83546, -4.08793, 0.44181], [3.24758, -3.02520, 1.63071], [-0.16560, -1.99562, 0.27162], [0.37141, -0.44475, 2.33180], [1.40858, 0.95213, -0.32253], [0.22073, 1.54433, 1.08213], [-0.44218, 0.29515, -0.20668], [0.17259, -0.76625, -2.00767], [-0.38811, -4.79710, -6.90899], [0.44598, -5.59078, -7.82694], [1.10499, -6.21780, -8.55216], [0.09126, -4.67251, -5.93224], [-0.58287, -3.79439, -7.30392], [-1.36023, -5.27032, -6.73424], [-1.95272, 4.76685, -2.98985], [-1.83709, 4.00992, -1.73209], [-1.74574, 3.41186, -0.73842], [-1.16174, 4.49797, -3.69796], [-2.90995, 4.57999, -3.48796], [-1.88173, 5.84651, -2.82021], [-5.16312, -3.28843, -6.21782], [-6.23655, -3.98564, -6.94577], [-7.08460, -4.53651, -7.52089], [-4.90993, -3.79985, -5.28309], [-4.24513, -3.22709, -6.81183], [-5.44965, -2.26366, -5.95853], [0.48986, 2.42844, 4.96625], [-0.34779, 1.91972, 3.86724], [-1.00954, 1.51779, 2.99895], [1.05561, 1.62461, 5.44912], [1.21620, 3.16777, 4.61250], [-0.11191, 2.91222, 5.74298], [-3.01772, 2.20033, 6.83537], [-2.30617, 3.27649, 7.54518], [-1.74399, 4.12673, 8.10594], [-3.51253, 2.57039, 5.93116], [-2.33682, 1.39999, 6.52692], [-3.79034, 1.74366, 7.46306], [-5.89162, -0.87689, 7.42105], [-4.64935, -0.75286, 6.64026], [-3.66790, -0.65483, 6.02337], [-6.10295, 0.03327, 7.99229], [-6.75752, -1.06277, 6.77685], [-5.83823, -1.70345, 8.13760], [5.62684, -1.07662, 5.88105], [5.59197, -0.09121, 4.78743], [5.56444, 0.68729, 3.92338], [5.34134, -2.07557, 5.53472], [6.62716, -1.15978, 6.31897], [4.94069, -0.80664, 6.69087], [-1.55788, 6.26676, 4.34442], [-0.72378, 5.47308, 3.42647], [-0.06477, 4.84606, 2.70126], [-1.07851, 6.39135, 5.32118], [-1.75263, 7.26947, 3.94949], [-2.52999, 5.79354, 4.51917]], "total_charge": -1, "homo_ha": -0.160}

---

# 4
{"formula": "C6H11N2P", "method": "ωB97M-V with the def2-TZVPD basis set", "species": ["C", "C", "C", "C", "C", "C", "N", "N", "P", "H", "H", "H", "H", "H", "H", "H", "H", "H", "H", "H"], "positions_angstrom": [[-0.55539, -2.29890, -1.22078], [-0.88830, -1.82263, -0.02119], [-1.01705, -0.23875, -1.46586], [1.57169, -0.21388, 1.11944], [1.03533, 2.32383, -0.06285], [-1.43757, 0.46058, 0.88211], [-0.74406, -1.31617, -2.09658], [-1.15184, -0.43708, -0.11948], [0.75384, 1.37770, 1.52099], [-0.34086, -3.43253, -1.48703], [-0.68144, -2.07239, 0.97730], [-1.54596, 0.63482, -1.94969], [1.26222, -1.25283, 1.62070], [2.73021, -0.03171, 1.24133], [1.49274, -0.60454, 0.01626], [0.98177, 3.34791, -0.01845], [0.34273, 2.13664, -0.88097], [2.01375, 2.09706, -0.48169], [-1.97646, 1.34629, 0.67155], [-1.84534, -0.00343, 1.75490]], "homo_ha": -0.298}

---

Result set for energy relative to the best compared isomer or geometry (same formula, charge and spin): 4.471 0.464 8.840 1.392 eV, one per record in the order listed.